Density functional theory data (wB97M-V/def2-TZVPD) for CH3F3N2S in the gas phase in a non-equilibrium geometry.

Values from the calculation:
HOMO-LUMO gap (alpha / beta) (Ha): 0.2287 / 0.3082
Multiplicity: 3
HOMO energy (alpha / beta) (eV): -5.5825 / -10.4773
Expectation value of S²: 2.009

The geometry in XYZ format:
```
10
Properties=species:S:1:pos:R:3:nbo_charge:R:1
C 1.240 -1.592 1.124 0.751
N 0.196 -0.459 -1.451 -0.862
N -0.829 0.412 0.556 -1.016
F 2.549 -1.129 1.201 -0.353
F 1.218 -2.899 0.964 -0.330
F 0.674 -1.360 2.398 -0.377
S -0.297 -0.985 -0.106 0.999
H 0.777 -1.103 -1.930 0.365
H -1.351 0.932 -0.149 0.407
H -1.166 0.335 1.526 0.417
```

=====

Density functional theory data (wB97M-V/def2-TZVPD) for C18H20BrN3O3 in the gas phase in a non-equilibrium geometry.

Values from the calculation:
HOMO-LUMO gap (Ha): 0.2872
Multiplicity: 1
HOMO energy (eV): -7.5603
SMILES: COc1ccc(N[C@@H](C)C(=O)N/N=C/c2cc(Br)ccc2OC)cc1

The geometry in XYZ format:
```
45
Properties=species:S:1:pos:R:3:nbo_charge:R:1
C 2.594 2.445 0.296 -0.252
O 1.234 2.795 0.267 -0.499
C 0.361 2.090 1.047 0.269
C 0.682 0.957 1.785 -0.252
C -0.293 0.300 2.511 -0.225
C -1.608 0.755 2.525 0.138
C -1.915 1.915 1.814 -0.245
C -0.948 2.569 1.082 -0.237
H -1.184 3.458 0.519 0.223
H -2.926 2.300 1.831 0.211
N -2.574 0.084 3.281 -0.601
H -3.435 0.617 3.361 0.375
C -2.871 -1.307 2.942 -0.145
C -3.497 -2.018 4.133 -0.606
H -2.863 -1.902 5.007 0.218
H -3.623 -3.075 3.914 0.212
H -4.475 -1.592 4.342 0.225
H -1.947 -1.789 2.620 0.234
C -3.842 -1.228 1.767 0.662
O -5.048 -1.175 1.871 -0.603
N -3.246 -1.038 0.548 -0.440
N -1.926 -1.120 0.368 -0.197
C -1.408 -0.737 -0.728 0.046
C 0.016 -0.808 -0.967 -0.146
C 0.550 -0.064 -2.016 -0.192
C 1.908 -0.079 -2.265 -0.106
C 2.761 -0.844 -1.490 -0.224
C 2.242 -1.603 -0.455 -0.311
C 0.878 -1.600 -0.173 0.412
O 0.308 -2.329 0.806 -0.492
C 1.120 -3.148 1.614 -0.256
H 1.639 -3.912 1.027 0.182
H 0.440 -3.634 2.312 0.204
H 1.853 -2.560 2.176 0.177
H 2.922 -2.197 0.134 0.224
H 3.821 -0.852 -1.690 0.232
Br 2.618 0.975 -3.682 0.051
H -0.104 0.543 -2.623 0.230
H -2.015 -0.310 -1.535 0.159
H -3.859 -0.775 -0.231 0.374
H -0.034 -0.577 3.081 0.211
H 1.693 0.579 1.803 0.212
H 3.013 2.549 1.302 0.172
H 2.759 1.423 -0.060 0.176
H 3.092 3.143 -0.376 0.201
```

=====

Density functional theory data (wB97M-V/def2-TZVPD) for C21H26N2O5S in the gas phase in a non-equilibrium geometry.

Values from the calculation:
HOMO-LUMO gap (Ha): 0.3128
Multiplicity: 1
HOMO energy (eV): -8.3159
SMILES: CCCN(CCC)S(=O)(=O)c1ccc(C(=O)NCc2ccc3c(c2)OCO3)cc1

The geometry in XYZ format:
```
55
Properties=species:S:1:pos:R:3:nbo_charge:R:1
C -3.946 2.237 -3.322 -0.604
C -4.466 1.469 -2.114 -0.418
H -4.910 0.525 -2.430 0.229
C -3.336 1.155 -1.130 -0.211
N -3.760 0.407 0.029 -0.699
S -3.870 -1.237 -0.161 2.339
O -4.650 -1.767 0.918 -0.937
O -4.238 -1.573 -1.508 -0.944
C -2.155 -1.708 0.074 -0.312
C -1.396 -2.109 -1.008 -0.206
C -0.062 -2.433 -0.826 -0.148
C 0.506 -2.349 0.442 -0.144
C -0.283 -1.966 1.526 -0.156
C -1.613 -1.640 1.343 -0.190
H -2.247 -1.354 2.167 0.235
H 0.171 -1.941 2.506 0.242
C 1.933 -2.703 0.726 0.662
O 2.291 -3.101 1.816 -0.619
N 2.784 -2.555 -0.317 -0.602
H 2.472 -2.099 -1.158 0.397
C 4.208 -2.790 -0.188 -0.248
C 4.990 -1.507 -0.296 -0.037
C 5.936 -1.329 -1.292 -0.213
C 6.661 -0.145 -1.416 -0.255
C 6.390 0.850 -0.510 0.219
C 5.433 0.681 0.494 0.307
C 4.723 -0.485 0.623 -0.285
H 3.994 -0.617 1.405 0.235
O 5.363 1.820 1.249 -0.489
C 6.317 2.706 0.705 0.236
O 6.943 2.098 -0.405 -0.476
H 7.074 2.949 1.468 0.158
H 5.817 3.634 0.383 0.158
H 7.400 -0.011 -2.187 0.229
H 6.127 -2.129 -1.990 0.212
H 4.530 -3.499 -0.956 0.201
H 4.348 -3.242 0.799 0.249
H 0.516 -2.780 -1.670 0.208
H -1.870 -2.179 -1.975 0.244
C -4.482 1.066 1.091 -0.221
H -5.245 1.739 0.682 0.186
C -3.555 1.842 2.030 -0.400
C -4.326 2.394 3.223 -0.605
H -5.115 3.064 2.889 0.203
H -4.781 1.584 3.788 0.206
H -3.662 2.946 3.883 0.214
H -3.085 2.664 1.487 0.193
H -2.763 1.175 2.375 0.200
H -4.988 0.273 1.644 0.240
H -2.860 2.080 -0.791 0.200
H -2.579 0.547 -1.632 0.207
H -5.235 2.057 -1.610 0.193
H -3.496 3.180 -3.014 0.198
H -4.757 2.453 -4.012 0.216
H -3.194 1.654 -3.849 0.202
```

=====

Density functional theory data (wB97M-V/def2-TZVPD) for a molecular structure, C23H25CuN2OS in a non-equilibrium geometry.

Values from the calculation:
HOMO-LUMO gap (alpha / beta) (Ha): 0.2094 / 0.1426
Charge: -1
Multiplicity: 2
HOMO energy (alpha / beta) (eV): -3.4423 / -2.9901
Expectation value of S²: 0.768

The geometry in XYZ format:
```
53
Properties=species:S:1:pos:R:3:nbo_charge:R:1
C 0.118 2.212 3.281 -0.282
C -0.142 2.543 1.920 -0.172
C -0.758 1.447 1.303 -0.330
H 0.098 3.485 1.427 0.213
C -0.848 0.357 2.257 -0.428
C -0.305 0.893 3.510 -0.270
H -1.545 -0.488 2.172 0.217
C 3.269 1.193 1.268 -0.326
C 3.035 2.378 0.529 -0.289
C 2.475 2.019 -0.731 -0.356
H 3.256 3.395 0.860 0.188
C 2.327 0.599 -0.750 -0.133
C 2.845 0.090 0.474 -0.359
H -1.221 1.435 0.317 0.201
H -0.281 0.359 4.462 0.223
H 0.571 2.885 4.009 0.208
H 2.945 -0.969 0.728 0.198
H 2.196 2.708 -1.531 0.186
H 3.672 1.134 2.276 0.207
Cu 0.691 -1.004 2.113 1.049
C 1.662 -0.247 -1.805 -0.028
C 2.487 -1.502 -2.112 -0.609
C 1.467 0.560 -3.091 -0.597
H 3.473 -1.207 -2.503 0.220
H 1.977 -2.104 -2.876 0.183
H 2.641 -2.117 -1.217 0.214
H 2.425 0.900 -3.499 0.218
H 0.832 1.434 -2.918 0.212
H 0.983 -0.061 -3.849 0.184
C 0.220 -0.624 -1.310 -0.554
C -0.059 -1.876 -0.523 0.797
H -0.438 -0.683 -2.193 0.217
H -0.175 0.213 -0.699 0.292
O 0.409 -2.064 0.632 -0.690
N -0.939 -2.785 -1.106 -0.715
C -2.390 -2.671 -0.762 -0.237
H -0.602 -3.753 -1.034 0.393
C -2.908 -1.265 -0.925 0.029
C -3.581 -0.633 0.126 -0.233
H -3.759 -1.193 1.048 0.216
C -3.987 0.697 -0.010 -0.200
H -4.489 1.190 0.824 0.221
C -3.722 1.399 -1.188 -0.215
H -3.996 2.449 -1.272 0.216
C -3.108 0.747 -2.263 -0.202
H -2.868 1.286 -3.182 0.215
C -2.776 -0.607 -2.153 -0.236
H -2.368 -1.156 -3.012 0.221
H -2.526 -3.014 0.277 0.190
H -2.928 -3.356 -1.435 0.208
S 2.569 -2.037 6.035 -0.262
C 2.177 -1.484 4.600 0.146
N 1.897 -1.107 3.500 -0.758
```

=====

Density functional theory data (wB97M-V/def2-TZVPD) for a gas-phase ion, C3H8NO2 (charge -1) in a non-equilibrium geometry.

Values from the calculation:
HOMO-LUMO gap (Ha): 0.2283
Charge: -1
Multiplicity: 1
HOMO energy (eV): -2.4519
SMILES: [O-]CNCCO

The geometry in XYZ format:
```
14
Properties=species:S:1:pos:R:3:nbo_charge:R:1
C 0.097 -0.844 0.428 -0.230
C -0.664 0.369 0.970 -0.122
O -1.587 -0.126 1.965 -0.754
N 1.180 -0.552 -0.535 -0.674
C 0.708 0.252 -1.713 0.122
O 0.379 1.532 -1.497 -0.965
H 0.590 -1.351 1.262 0.165
H -0.613 -1.527 -0.044 0.169
H -1.019 0.956 0.111 0.233
H 0.045 1.023 1.493 0.139
H -2.296 0.518 2.023 0.456
H 1.822 -0.013 0.056 0.324
H -0.152 -0.355 -2.056 0.061
H 1.510 0.118 -2.465 0.076
```

=====

Density functional theory data (wB97M-V/def2-TZVPD) for C4H7OP in the gas phase in a non-equilibrium geometry.

Values from the calculation:
HOMO-LUMO gap (alpha / beta) (Ha): 0.2201 / 0.2336
Multiplicity: 3
HOMO energy (alpha / beta) (eV): -6.0574 / -9.1490
Expectation value of S²: 2.007

The geometry in XYZ format:
```
13
Properties=species:S:1:pos:R:3:nbo_charge:R:1
C 1.348 0.693 -0.551 0.161
C -0.046 0.463 -0.244 -0.414
C 2.656 1.032 -1.013 -0.737
C -1.676 -1.511 1.014 -0.969
O -2.207 1.206 1.226 -1.088
P -1.662 0.184 0.331 1.654
H 2.867 0.531 -1.959 0.224
H 2.737 2.110 -1.159 0.240
H 3.398 0.721 -0.274 0.281
H -0.955 -1.549 1.830 0.245
H -2.673 -1.710 1.412 0.252
H -1.423 -2.243 0.256 0.241
H -2.364 0.072 -0.871 -0.091
```

=====

Relative energy (zero: lowest compared OMol25 entry of this formula, charge and spin) for the records above, in order: 42.3 44.7 68.0 0.0 64.0 71.5 kcal per mole